(1)
Here is C37H37IrN3O2SSi as an isolated structure from the Open Molecules 2025 dataset. Energies are from ωB97M-V/def2-TZVPD.

Atoms and positions in Å:
Ir  -0.425  -0.617  -0.085
C  1.852  -1.185  3.324
Si  0.136  -0.463  3.169
C  0.251  1.353  2.757
C  -0.839  -0.619  4.763
N  -0.722  -1.294  1.849
C  -1.397  -2.482  2.019
C  -1.098  -3.401  3.039
C  -1.794  -4.586  3.169
C  -2.833  -4.882  2.294
C  -3.165  -3.999  1.279
C  -2.450  -2.822  1.132
O  -2.748  -1.872  0.207
C  -3.516  -2.151  -0.917
C  -3.205  -3.204  -1.761
C  -3.955  -3.373  -2.914
C  -4.986  -2.493  -3.221
C  -5.266  -1.433  -2.371
C  -4.530  -1.256  -1.208
H  2.359  -0.779  4.204
H  2.435  -0.927  2.438
H  1.842  -2.273  3.412
H  0.915  1.825  3.487
H  -0.720  1.846  2.814
H  0.664  1.531  1.764
H  -0.534  0.178  5.447
H  -0.695  -1.569  5.276
H  -1.908  -0.500  4.574
H  -0.279  -3.186  3.712
H  -1.526  -5.283  3.952
H  -3.390  -5.803  2.401
H  -3.977  -4.219  0.600
H  -2.370  -3.852  -1.535
H  -3.714  -4.186  -3.587
H  -5.559  -2.627  -4.129
H  -6.057  -0.735  -2.613
H  -4.710  -0.424  -0.540
C  4.852  2.591  -2.211
N  3.848  2.488  -1.157
N  3.620  1.194  -0.690
C  2.280  1.027  -0.421
O  1.831  0.011  0.136
C  1.637  2.234  -0.859
C  2.604  3.058  -1.325
C  2.460  4.386  -1.978
C  4.659  0.463  -0.056
C  4.638  -0.924  -0.136
C  5.628  -1.650  0.506
C  6.640  -1.001  1.201
C  6.655  0.384  1.266
C  5.658  1.123  0.647
H  5.788  2.168  -1.855
H  5.010  3.643  -2.432
H  4.536  2.063  -3.114
H  0.579  2.427  -0.802
H  1.432  4.727  -1.883
H  2.697  4.325  -3.042
H  3.122  5.124  -1.524
H  3.846  -1.417  -0.683
H  5.611  -2.730  0.453
H  7.414  -1.575  1.692
H  7.437  0.895  1.811
H  5.644  2.203  0.714
S  0.420  -2.868  -2.708
C  -0.116  -2.099  -1.446
C  -2.211  3.138  -3.917
C  -1.283  2.077  -3.830
C  -1.149  1.373  -2.668
C  -1.927  1.682  -1.519
C  -1.787  0.956  -0.288
C  -2.632  1.285  0.744
C  -3.583  2.326  0.641
C  -3.698  3.042  -0.513
C  -2.874  2.734  -1.624
C  -2.987  3.453  -2.842
H  -2.311  3.689  -4.844
H  -0.685  1.813  -4.694
H  -0.449  0.546  -2.608
H  -2.587  0.723  1.672
H  -4.219  2.550  1.489
H  -4.421  3.845  -0.603
H  -3.713  4.257  -2.902

Calculated values
- 2S+1 = 6
- frontier orbital gap (alpha / beta) (eV) = 5.44 / 5.82
- energy above the lowest of the compared OMol25 structures with the same formula, charge and spin (kJ/mol) = 0.00
- HOMO level (alpha / beta) (eV) = -5.0 / -7.6
- total charge = 0
- E (eV) = -69082.60398

Löwdin population analysis, charges in e, atoms 1 to 2: number 1, Ir, carries 1.30; number 2, C, carries -0.15


(2)
Here is C37H37IrN6O2 as an isolated structure from the Open Molecules 2025 dataset. Energies are from ωB97M-V/def2-TZVPD.

Atoms and positions in Å:
Ir  0.136  -0.869  0.665
C  -2.100  0.653  2.139
C  -1.056  1.631  2.670
C  0.144  0.937  3.289
N  0.854  0.084  2.343
C  2.003  -0.438  2.743
C  2.417  -0.412  4.096
C  3.640  -0.695  4.677
C  4.859  -0.982  4.086
C  5.056  -1.167  2.728
C  4.148  -1.268  1.690
C  2.742  -1.141  1.678
N  1.972  -1.505  0.662
C  2.548  -2.116  -0.550
C  1.774  -1.746  -1.818
C  0.463  -2.497  -1.939
N  -0.290  -2.366  -0.697
C  -1.014  -3.359  -0.235
C  -1.040  -4.675  -0.788
C  -1.958  -5.683  -0.636
C  -3.169  -5.701  0.065
C  -3.590  -4.726  0.937
C  -2.919  -3.597  1.408
C  -1.677  -3.058  1.051
N  -1.065  -2.082  1.731
C  -1.540  -1.726  3.060
C  -2.500  -0.500  3.066
H  -2.972  1.212  1.797
H  -1.704  0.187  1.230
H  -0.735  2.286  1.854
H  -1.500  2.271  3.437
H  0.844  1.677  3.692
H  -0.204  0.353  4.150
H  1.641  -0.135  4.795
H  3.645  -0.632  5.760
H  5.724  -1.056  4.732
H  6.089  -1.299  2.420
H  4.602  -1.475  0.734
H  3.567  -1.771  -0.697
H  2.586  -3.202  -0.404
H  1.590  -0.676  -1.798
H  2.393  -1.944  -2.696
H  -0.134  -2.103  -2.770
H  0.670  -3.539  -2.170
H  -0.216  -4.911  -1.445
H  -1.723  -6.587  -1.189
H  -3.815  -6.556  -0.082
H  -4.572  -4.875  1.374
H  -3.456  -3.036  2.160
H  -2.075  -2.566  3.504
H  -0.661  -1.564  3.682
H  -3.488  -0.849  2.757
H  -2.599  -0.156  4.100
O  2.752  1.437  -0.046
C  1.663  1.616  -0.546
N  1.273  2.725  -1.269
C  -0.004  2.514  -1.932
C  -0.427  1.187  -1.271
O  -1.518  0.659  -1.408
N  0.586  0.735  -0.493
C  -1.036  3.582  -1.588
C  -0.813  4.500  -0.571
C  -1.795  5.426  -0.234
C  -3.006  5.433  -0.906
C  -3.234  4.511  -1.921
C  -2.256  3.592  -2.261
C  0.185  2.357  -3.438
C  0.027  1.140  -4.088
C  0.293  1.033  -5.449
C  0.720  2.138  -6.168
C  0.870  3.361  -5.524
C  0.599  3.468  -4.170
H  1.991  3.303  -1.673
H  0.131  4.490  -0.043
H  -1.608  6.141  0.558
H  -3.771  6.154  -0.644
H  -4.180  4.508  -2.449
H  -2.437  2.871  -3.048
H  -0.325  0.275  -3.540
H  0.164  0.080  -5.947
H  0.930  2.051  -7.226
H  1.195  4.231  -6.079
H  0.696  4.429  -3.675

Calculated values
- frontier orbital gap (eV) = 6.75
- energy above the lowest of the compared OMol25 structures with the same formula, charge and spin (kJ/mol) = 0.00
- HOMO level (eV) = -6.6
- total charge = 0
- E (eV) = -54844.70606

Löwdin population analysis, charges in e, atoms 1 to 2: number 1, Ir, carries 1.43; number 2, C, carries -0.20


(3)
Here is C37H37N3P2Pt as an isolated structure from the Open Molecules 2025 dataset. Energies are from ωB97M-V/def2-TZVPD.

Atoms and positions in Å:
Pt  0.209  2.213  -1.765
C  -0.897  3.948  -1.620
C  -1.267  3.037  -0.558
C  -2.502  2.178  -0.605
C  -2.606  1.314  -1.893
C  -1.275  1.088  -2.603
C  -0.732  2.037  -3.559
C  -1.569  3.238  -3.960
C  -1.828  4.207  -2.799
C  1.738  -2.612  0.000
H  -0.295  4.809  -1.301
H  -0.959  3.342  0.446
H  -3.407  2.790  -0.471
H  -2.441  1.498  0.257
H  -2.992  0.322  -1.607
H  -3.337  1.744  -2.592
H  -1.021  0.030  -2.764
H  -0.067  1.623  -4.332
H  -2.510  2.915  -4.417
H  -1.002  3.773  -4.730
H  -1.640  5.228  -3.152
H  -2.884  4.173  -2.488
H  2.164  -1.685  -0.392
H  2.230  -3.474  -0.465
H  1.899  -2.658  1.082
P  0.822  0.539  2.057
P  -0.021  -2.597  -0.327
C  -0.485  -0.512  1.548
C  -0.792  -1.152  0.359
C  0.486  1.080  3.714
C  -0.868  1.397  3.951
C  -1.244  1.806  5.226
C  -0.282  1.892  6.244
C  1.067  1.635  5.975
C  1.472  1.236  4.695
C  1.236  2.020  1.142
C  1.768  2.057  -0.261
C  2.488  3.285  -0.640
C  2.551  4.381  0.199
C  1.819  4.396  1.393
C  1.162  3.237  1.827
C  -0.532  -4.282  0.178
C  -0.773  -4.574  1.537
C  -1.063  -5.886  1.939
C  -1.105  -6.932  1.008
C  -0.853  -6.651  -0.336
C  -0.554  -5.345  -0.743
C  -0.265  -2.628  -2.113
C  0.819  -2.342  -2.954
C  0.616  -2.217  -4.330
C  -0.654  -2.433  -4.877
C  -1.712  -2.816  -4.049
C  -1.519  -2.933  -2.673
H  -1.132  -0.744  2.414
H  -1.798  -0.989  -0.044
H  -1.612  1.283  3.143
H  -2.297  2.050  5.419
H  -0.587  2.197  7.253
H  1.808  1.740  6.771
H  2.524  1.028  4.461
H  2.261  1.112  -0.555
H  2.968  3.324  -1.627
H  3.156  5.253  -0.067
H  1.817  5.274  2.044
H  0.630  3.275  2.782
H  -0.722  -3.782  2.288
H  -1.261  -6.107  2.989
H  -1.341  -7.957  1.321
H  -0.893  -7.447  -1.077
H  -0.330  -5.166  -1.794
H  1.822  -2.242  -2.535
H  1.460  -1.950  -4.970
H  -0.806  -2.323  -5.957
H  -2.695  -3.020  -4.482
H  -2.338  -3.288  -2.042
N  2.270  -0.431  2.219
C  3.450  -0.193  2.072
N  4.640  -0.006  1.700
C  5.703  -0.588  2.239
N  6.708  -1.042  2.634

Calculated values
- 2S+1 = 5
- frontier orbital gap (alpha / beta) (eV) = 5.40 / 5.18
- energy above the lowest of the compared OMol25 structures with the same formula, charge and spin (kJ/mol) = 0.00
- HOMO level (alpha / beta) (eV) = -11.0 / -14.1
- total charge = +2
- E (eV) = -65241.30292

Löwdin population analysis, charges in e, atoms 1 to 2: number 1, Pt, carries 1.24; number 2, C, carries -0.25


> What is the E in the second record?

-54844.70606 eV